{
  "formula": "C11H8ClNO2SSnTe",
  "method": "ωB97M-V with the def2-TZVPD basis set",
  "largest_force_ha_per_bohr": 0.0658,
  "lumo_energy_ev": -0.89,
  "e_homo_ev": -7.7229,
  "species": ["Te", "Sn", "Cl", "S", "O", "O", "N", "C", "C", "C", "C", "C", "C", "C", "C", "C", "C", "C", "H", "H", "H", "H", "H", "H", "H", "H"],
  "positions_angstrom": [[-3.56114, -12.93783, 0.20993], [-2.25463, -12.71632, 2.42400], [-1.66079, -15.62847, 3.90413], [-2.16304, -10.10238, 6.24529], [-0.36098, -13.35364, 2.53155], [1.08017, -14.63909, 1.43288], [-1.68139, -10.60873, 2.37119], [-1.25259, -10.09256, 1.18556], [-1.10932, -8.60562, 3.50732], [-0.59649, -8.07874, 2.32694], [-1.64164, -9.87624, 3.48641], [-2.86235, -12.58568, 5.73199], [-2.13530, -10.67773, 4.59891], [-2.65176, -11.73422, 6.79116], [0.07454, -14.56560, 2.05722], [-0.64140, -15.85052, 2.45768], [-0.71569, -8.79694, 1.12611], [-2.41109, -12.04393, 4.49140], [-2.74886, -11.82747, 7.81597], [-1.02219, -8.10744, 4.48748], [0.04232, -7.15417, 2.33450], [0.06368, -16.61116, 2.54256], [-1.34085, -10.65359, 0.30260], [-1.49898, -16.04507, 1.79487], [-0.47023, -8.38544, 0.16823], [-3.14515, -13.61046, 5.83307]],
  "lowdin_charge": [0.12, 0.66, 0.59, 1.03, -0.28, 0.12, -0.05, -0.09, -0.01, -0.03, -0.29, -0.19, -0.52, -0.33, -0.65, -0.44, -0.03, -0.29, 0.03, 0.12, 0.13, 0.07, 0.06, 0.08, 0.10, 0.08]
}